C3H8O | ωB97M-V/def2-TZVPD

Structure (XYZ):
```
12
Properties=species:S:1:pos:R:3:nbo_charge:R:1
H -2.7514 -1.0030 -1.6359 -0.0353
H -2.0148 -1.0633 -1.7363 0.0250
C 0.8251 0.1389 1.3775 -0.6060
C -0.1515 0.4921 0.2442 -0.5144
C 0.5625 0.0393 -0.9865 0.4537
O 0.2149 -0.8414 -1.7319 -0.5220
H 1.8812 0.3726 1.1633 0.2099
H 0.5358 0.7072 2.2530 0.2192
H 0.7947 -0.9310 1.6003 0.2171
H -0.3294 1.5760 0.2107 0.2241
H -1.1229 -0.0096 0.3460 0.2319
H 1.5557 0.5222 -1.1045 0.0969
```

For the energy relative to the best compared isomer or geometry (same formula, charge and spin), the calculation gives 30.0 kcal per mole. The highest occupied orbital energy comes out at -9.877 eV. The frontier orbital gap is 0.4014 hartree. As for the electronic energy: -5286.847 eV. As for the SMILES: [H][H].CCC=O.



C3H8O2 | ωB97M-V/def2-TZVPD

Structure (XYZ):
```
13
Properties=species:S:1:pos:R:3:nbo_charge:R:1
C -0.9736 -0.4202 0.3563 -0.0663
C -0.1663 0.7662 -0.3730 -0.4850
C 1.2217 0.3545 0.0948 -0.0958
H -1.8638 0.4710 -1.4560 0.3846
H -0.4707 -1.5313 0.4347 0.1967
H -1.0764 -0.1944 1.5850 0.1423
H -0.8285 1.5382 0.1720 0.2494
H -0.2071 0.8185 -1.3675 0.2002
H 1.1092 0.2816 1.2195 0.1807
H 2.0891 1.1025 -0.0459 0.1936
H 2.0680 -1.5750 0.2333 0.4671
O -2.2483 -0.5633 -0.2889 -0.6438
O 1.3467 -1.0483 -0.5643 -0.7236
```

For the energy relative to the best compared isomer or geometry (same formula, charge and spin), the calculation gives 176.7 kcal per mole. The highest occupied orbital energy comes out at -9.219 eV. The frontier orbital gap is 0.3185 hartree. As for the electronic energy: -7328.388 eV.



C3H8O2 | ωB97M-V/def2-TZVPD

Structure (XYZ):
```
13
Properties=species:S:1:pos:R:3:nbo_charge:R:1
C 1.4508 -0.8816 -0.2746 -0.6332
C 0.4926 -0.0289 0.5387 0.0654
O 0.5043 1.3205 -0.1950 -0.7529
C -0.9661 -0.4138 0.6101 -0.0892
O -1.6095 -0.0782 -0.6013 -0.7089
H 1.0006 -1.0161 -1.3668 0.1927
H 2.1970 -0.2151 -0.3883 0.2235
H 1.5736 -1.8719 -0.1973 0.2268
H 1.0460 0.3420 1.4119 0.1802
H 0.9112 1.8952 0.4968 0.4672
H -1.2244 -1.4318 0.9731 0.1796
H -1.4740 0.1293 1.4733 0.1683
H -1.0518 0.1756 -1.2776 0.4804
```

For the energy relative to the best compared isomer or geometry (same formula, charge and spin), the calculation gives 57.9 kcal per mole. The highest occupied orbital energy comes out at -10.025 eV. The frontier orbital gap is 0.3975 hartree. As for the electronic energy: -7333.540 eV. As for the SMILES: C[C@@H](O)CO.



C3H8O2 | ωB97M-V/def2-TZVPD

Structure (XYZ):
```
13
Properties=species:S:1:pos:R:3:nbo_charge:R:1
C -2.3727 -0.9279 -1.7058 -0.3892
C -1.1207 -0.5834 -1.4277 -0.2041
C -0.2566 0.3554 -2.1468 -0.1037
O 1.0858 0.4193 -1.6757 -0.7456
H -2.9994 -1.3755 -0.9395 0.1987
H -2.9966 -0.5137 -2.4945 0.1933
H -0.7540 -0.8492 -0.4379 0.1962
H -0.1231 0.1481 -3.2151 0.1869
H -0.6743 1.3699 -2.1160 0.1869
H 1.4305 -0.2150 -1.0333 0.4806
O 2.8429 0.3765 5.8340 -0.9499
H 2.4347 0.8352 5.0888 0.4740
H 3.5035 0.9602 6.2694 0.4758
```

For the energy relative to the best compared isomer or geometry (same formula, charge and spin), the calculation gives 46.1 kcal per mole. The highest occupied orbital energy comes out at -9.641 eV. The frontier orbital gap is 0.3848 hartree. As for the electronic energy: -7334.053 eV. As for the SMILES: C=CCO.O.



C3H8O2 | ωB97M-V/def2-TZVPD

Structure (XYZ):
```
13
Properties=species:S:1:pos:R:3:nbo_charge:R:1
C 1.6865 -0.4055 -0.2213 -0.5317
C 0.4152 -0.2190 -0.5716 0.2979
O 0.0583 0.3536 -1.7426 -0.6738
C -0.7592 -0.6886 0.2711 -0.1305
O -1.9128 0.0429 -0.1299 -0.7342
H 1.9320 -0.8829 0.7214 0.2041
H 2.4952 -0.0996 -0.8755 0.2161
H -0.8953 0.5357 -1.6651 0.4966
H -0.9133 -1.7649 0.1178 0.1850
H -0.5499 -0.5201 1.3337 0.1911
H -2.6633 -0.5578 -0.1769 0.4850
H 0.7134 1.8576 1.2394 0.0044
H 0.3931 2.3486 1.6995 -0.0101
```

For the energy relative to the best compared isomer or geometry (same formula, charge and spin), the calculation gives 49.1 kcal per mole. The highest occupied orbital energy comes out at -8.725 eV. The frontier orbital gap is 0.3420 hartree. As for the electronic energy: -7333.920 eV. As for the SMILES: C=C(O)CO.[H][H].



C3H8O2 | ωB97M-V/def2-TZVPD

Structure (XYZ):
```
13
Properties=species:S:1:pos:R:3:nbo_charge:R:1
C -2.3339 -0.5191 0.0133 0.2608
O -2.1577 -0.9977 -1.0716 -0.5066
H -2.5464 0.5556 0.0849 0.1059
H -2.2252 -1.1557 0.8935 0.1325
C 1.2541 0.9095 -0.5038 -0.6530
C 1.1053 -0.4787 0.0864 -0.0689
O 0.3632 -0.4568 1.3225 -0.7229
H 0.3931 1.1801 -1.1129 0.2125
H 2.1616 1.0026 -1.0917 0.2250
H 1.3990 1.6472 0.2872 0.2079
H 0.6128 -1.1755 -0.5941 0.1778
H 2.0802 -0.8952 0.3359 0.1722
H -0.1060 0.3836 1.3503 0.4568
```

For the energy relative to the best compared isomer or geometry (same formula, charge and spin), the calculation gives 39.1 kcal per mole. The highest occupied orbital energy comes out at -10.124 eV. The frontier orbital gap is 0.4048 hartree. As for the electronic energy: -7334.355 eV. As for the SMILES: C=O.CCO.



C3H8O2S | ωB97M-V/def2-TZVPD

Structure (XYZ):
```
14
Properties=species:S:1:pos:R:3:nbo_charge:R:1
O -0.7084 3.1472 0.4220 -0.7853
C -0.9141 1.9899 -0.1111 0.0238
C -0.3111 0.7577 0.5055 -0.5150
C -0.5659 -0.4376 -0.3803 -0.4708
S -0.3765 -2.0817 0.4713 -0.1549
H -1.3090 1.9081 -1.1235 0.0668
H -0.7693 0.6185 1.4835 0.1844
H 0.7821 0.8668 0.6715 0.1413
H -1.5585 -0.4812 -0.8128 0.1968
H 0.2079 -0.5188 -1.1445 0.2205
H -1.4900 -2.0650 1.2208 0.1052
H 2.6729 -1.4241 -0.7376 0.4762
H 2.8134 0.1723 -0.6170 0.4801
O 2.7589 -0.5817 -1.2051 -0.9690
```

For the energy relative to the best compared isomer or geometry (same formula, charge and spin), the calculation gives 9.3 kcal per mole. Its multiplicity is 2. The highest occupied orbital energy (alpha / beta) comes out at 0.148 / -3.299 eV. Its net charge is -1. The frontier orbital gap (alpha / beta) is 0.1095 / 0.2336 hartree. As for the electronic energy: -18169.651 eV. Its expectation value of S² is 0.7534.



C3H8O2S | ωB97M-V/def2-TZVPD

Structure (XYZ):
```
14
Properties=species:S:1:pos:R:3:nbo_charge:R:1
C -0.0444 -1.6986 -1.1322 -1.0314
C 1.6254 0.7211 0.1948 -0.2832
C -1.5255 1.0273 0.3608 -0.6589
O -1.0004 -1.8168 1.2709 -0.9014
O 1.0354 -0.2999 0.9395 -0.6868
S -0.3734 -0.9342 0.3281 1.8884
H -0.5497 -2.5449 -1.4036 0.2385
H -0.0084 -1.0153 -1.9428 0.2083
H 2.4729 1.0110 0.9083 0.2097
H 0.9934 1.5755 0.1168 0.1799
H 2.1679 0.4187 -0.6956 0.2042
H -2.5137 0.8151 0.8287 0.2360
H -0.7996 1.4285 0.9323 0.1840
H -1.4799 1.3126 -0.7060 0.2126
```

For the energy relative to the best compared isomer or geometry (same formula, charge and spin), the calculation gives 125.2 kcal per mole. The highest occupied orbital energy comes out at -8.095 eV. The frontier orbital gap is 0.2991 hartree. As for the electronic energy: -18165.815 eV.



Repeat the seventh record exactly.
C3H8O2S | ωB97M-V/def2-TZVPD

Structure (XYZ):
```
14
Properties=species:S:1:pos:R:3:nbo_charge:R:1
O -0.7084 3.1472 0.4220 -0.7853
C -0.9141 1.9899 -0.1111 0.0238
C -0.3111 0.7577 0.5055 -0.5150
C -0.5659 -0.4376 -0.3803 -0.4708
S -0.3765 -2.0817 0.4713 -0.1549
H -1.3090 1.9081 -1.1235 0.0668
H -0.7693 0.6185 1.4835 0.1844
H 0.7821 0.8668 0.6715 0.1413
H -1.5585 -0.4812 -0.8128 0.1968
H 0.2079 -0.5188 -1.1445 0.2205
H -1.4900 -2.0650 1.2208 0.1052
H 2.6729 -1.4241 -0.7376 0.4762
H 2.8134 0.1723 -0.6170 0.4801
O 2.7589 -0.5817 -1.2051 -0.9690
```

For the energy relative to the best compared isomer or geometry (same formula, charge and spin), the calculation gives 9.3 kcal per mole. Its multiplicity is 2. The highest occupied orbital energy (alpha / beta) comes out at 0.148 / -3.299 eV. Its net charge is -1. The frontier orbital gap (alpha / beta) is 0.1095 / 0.2336 hartree. As for the electronic energy: -18169.651 eV. Its expectation value of S² is 0.7534.